# 1
Computed, not measured: 3 unconnected molecules or ions with the total composition C3H11NO2, with ωB97M-V with the def2-TZVPD basis set.

Computed properties:
LUMO energy, eV: 0.66
Structure (SMILES): C=CNC.O.O
HOMO, Eh: -0.289
Gap between HOMO and LUMO, eV: 8.5
Energy above the lowest of the compared OMol25 structures with the same formula, charge and spin, eV: 1.376
Strongest force on any atom, eV/Å: 2.17

The geometry in ORCA input format:
```
! wB97M-V def2-TZVPD RIJCOSX def2/J DEFGRID3
* xyz 0 1
H 1.242 -2.740 0.700
H -1.127 -0.325 -0.515
H -0.394 -1.673 1.956
H 0.867 -1.902 -0.876
H 2.302 1.204 0.268
N -1.245 -0.560 0.454
C -1.556 0.665 1.230
C 0.707 -1.949 0.190
H -2.469 1.089 0.825
H -1.507 0.532 2.304
O -0.158 1.650 -2.057
H 2.360 -0.238 -0.349
H -0.744 1.351 0.947
H 0.672 1.845 -2.510
C -0.202 -1.335 0.944
O 1.863 0.584 -0.320
H -0.116 2.356 -1.394
*
```

natural (NBO) atomic charge list, values in e, 2 entries:
1. H 0.20
2. H 0.38

=====

# 2
Computed, not measured: a molecular structure, C2H3NO3, with ωB97M-V with the def2-TZVPD basis set.

Computed properties:
LUMO energy, eV: 0.41
HOMO, Eh: -0.374
Gap between HOMO and LUMO, eV: 10.6
Energy above the lowest of the compared OMol25 structures with the same formula, charge and spin, eV: 4.633
Strongest force on any atom, eV/Å: 5.90

The geometry in ORCA input format:
```
! wB97M-V def2-TZVPD RIJCOSX def2/J DEFGRID3
* xyz 0 1
C -0.755 -1.121 -0.098
H 0.984 1.658 -0.623
O -1.968 -0.887 0.123
H 1.806 -0.257 0.935
N 0.150 -0.142 0.018
C -0.215 1.267 -0.009
H -0.376 -2.119 -0.434
O -1.245 1.813 0.056
O 1.621 -0.213 0.034
*
```

natural (NBO) atomic charge list, values in e, 2 entries:
1. C 0.49
2. H 0.09

=====

# 3
Computed, not measured: 2 unconnected molecules or ions with the total composition C17H30N6O6, with ωB97M-V with the def2-TZVPD basis set.

Computed properties:
LUMO energy, eV: -6.00
HOMO, Eh: -0.493
Gap between HOMO and LUMO, eV: 7.4
Strongest force on any atom, eV/Å: 2.45

The geometry in ORCA input format:
```
! wB97M-V def2-TZVPD RIJCOSX def2/J DEFGRID3
* xyz 2 1
H 1.017 4.065 -2.530
H 2.287 -7.348 -2.347
H -6.098 3.986 2.965
C 2.173 3.376 0.505
C 0.837 3.106 1.208
C 3.509 -2.656 0.040
C 4.214 -2.688 -1.303
H -1.554 1.578 4.204
H 2.667 2.430 0.249
H -5.424 1.058 0.130
H 1.027 2.442 2.061
H 4.967 -1.902 -1.319
C -2.761 2.217 0.211
O 0.995 -4.898 -2.751
N -0.809 -1.718 0.315
H 0.485 4.063 1.612
N 2.677 -5.517 -1.394
C -1.515 2.566 1.066
H 3.932 -7.186 -1.688
H 0.039 1.526 0.117
C -4.058 2.515 0.944
C -6.227 2.393 1.616
H 1.560 2.504 -1.902
H 3.528 -2.535 -2.129
O 0.399 -0.100 -0.528
H 1.982 -3.133 1.172
N -0.213 2.521 0.315
H -1.093 -2.682 0.300
H -3.605 4.217 2.286
O -1.424 0.457 2.180
C 1.112 3.464 -1.618
O -1.622 2.274 3.524
H -7.271 2.078 1.702
C 1.657 -4.720 -1.734
C 3.121 -6.659 -2.193
H -0.888 2.704 -1.706
C -4.312 3.484 1.894
H 4.716 -3.647 -1.419
H -0.719 4.240 -0.840
C 0.088 -1.288 -0.541
H -2.776 2.793 -0.719
H 2.845 3.922 1.177
H -1.097 -1.090 1.049
C 0.689 -2.306 -1.497
N -5.652 3.371 2.274
H 0.464 -3.996 -0.212
H 3.167 -5.325 -0.534
C -1.515 1.664 2.322
H -1.646 3.591 1.429
H -2.720 1.157 -0.067
N 2.279 -3.145 0.208
C -0.267 3.251 -0.987
O 4.068 -2.151 0.998
O 1.934 4.156 -0.673
H 3.471 -6.315 -3.169
C 1.277 -3.557 -0.789
H 1.451 -1.813 -2.095
H -0.104 -2.627 -2.173
N -5.261 1.835 0.780
*
```

natural (NBO) atomic charge list, values in e, 2 entries:
1. H 0.24
2. H 0.22

=====

# 4
Computed, not measured: a molecular structure, C32H64F18N7O14S6, with ωB97M-V with the def2-TZVPD basis set.

Computed properties:
LUMO energy, eV: -3.44
HOMO, Eh: -0.316
Gap between HOMO and LUMO, eV: 5.2
Energy above the lowest of the compared OMol25 structures with the same formula, charge and spin, eV: 0.000
Strongest force on any atom, eV/Å: 3.43

The geometry in ORCA input format:
```
! wB97M-V def2-TZVPD RIJCOSX def2/J DEFGRID3
* xyz 1 1
F -3.136 -6.155 10.564
O -4.858 -1.945 -0.047
H 5.640 -0.169 0.331
O -6.269 -3.032 -1.707
H -6.876 4.693 -1.603
H 0.608 -0.997 4.264
F -8.239 -0.834 -4.386
O -5.705 -2.168 -4.274
C 5.452 -0.631 1.303
O -5.709 3.082 -1.001
H -1.288 1.954 -3.449
C -1.098 1.999 -4.527
O -1.633 0.884 -5.096
C 1.853 -1.474 5.868
C -2.297 -6.085 9.528
C -0.922 -0.277 -4.659
F -4.148 -4.497 -2.361
C -3.693 -3.342 -2.023
C 4.863 0.348 2.281
F -2.825 -3.482 -1.055
H 1.585 0.886 4.335
F -2.107 -3.519 4.333
H -1.271 2.750 -6.992
H 3.925 0.694 1.828
H 1.321 -0.814 6.559
H 4.934 -0.012 6.182
H -0.007 2.072 -4.603
H 5.847 3.769 -4.752
N -0.668 0.980 -0.174
O -3.163 -7.471 7.494
H 4.116 3.382 -4.999
C 4.923 3.451 -4.268
H -2.530 1.079 -0.738
S 0.519 2.071 -0.589
N 5.477 -0.261 -3.407
F -0.994 -1.865 2.297
H 3.188 -2.730 -2.886
C 6.896 -0.259 -3.010
H 4.704 -1.342 0.923
H 7.195 -1.191 -2.556
H 4.090 0.730 -4.526
C 3.870 -0.036 5.970
C -2.235 -2.916 5.512
C 1.674 -1.195 4.394
H 5.896 -1.215 -5.203
H -3.822 3.977 -4.975
N -3.522 1.369 -0.967
F -0.996 -2.748 5.991
H 3.295 0.693 6.539
H -4.379 2.580 2.136
F -1.425 3.555 -1.703
C 5.328 -1.465 -4.308
H 4.535 -1.266 3.718
N -5.002 -0.815 -2.242
C -6.938 3.726 -1.117
C -7.491 -0.380 -3.400
F -7.529 0.944 -3.341
C -5.776 1.909 -0.255
F -1.110 3.837 0.361
H -0.944 -0.979 -5.494
C -1.781 3.253 -4.969
H 4.870 2.161 4.729
H 5.764 0.981 -5.062
H -3.801 3.444 0.673
H 6.318 -1.201 1.628
H -2.842 4.367 -3.488
C -4.426 1.472 0.260
F -1.618 -4.931 9.640
H 3.425 -1.032 -5.343
F -3.114 -2.797 -3.076
H -6.101 1.091 -0.912
O 1.491 2.508 0.358
S -0.143 0.264 1.159
H 4.787 0.418 -1.504
H 3.138 2.332 5.142
F -1.442 -7.098 9.537
H -2.710 2.229 -6.553
H -6.460 1.955 0.599
H -2.415 3.887 -6.972
H -4.052 0.635 -1.562
H 7.021 0.644 -2.415
S -5.698 -0.868 -3.687
C -1.256 -1.219 1.223
O -5.111 0.124 -4.538
H -3.512 2.256 -1.473
S -3.333 -6.132 7.944
H 2.464 0.271 2.909
H -7.338 3.984 -0.120
C 2.274 0.131 3.962
C 3.182 -0.616 -2.526
F -7.935 -0.895 -2.272
C 5.098 0.964 -4.203
N 3.644 0.405 4.551
H 2.818 0.308 -2.972
S -3.350 -3.851 6.656
C -3.817 2.489 1.206
C 4.640 -0.423 -2.175
F -2.533 -0.839 1.173
C 3.327 -1.400 6.224
C 4.731 -0.195 3.711
O -4.614 -5.699 8.307
H 4.657 4.319 -3.658
C -3.071 3.645 -4.265
C -0.491 3.632 -0.774
F 0.311 4.633 -1.024
C 3.911 -1.761 -4.691
N -2.475 -5.145 6.939
H 5.813 -2.266 -3.758
H 3.345 -1.725 7.275
F -1.035 -1.929 0.133
H 0.146 -0.066 -4.513
H 5.009 -1.290 -1.625
H 2.594 -0.827 -1.634
H 7.524 -0.011 -3.869
H -7.684 3.053 -1.545
H 2.043 -1.970 3.729
C 5.088 2.226 -3.394
H 5.405 1.294 2.357
H -1.121 4.120 -5.017
H 5.970 2.347 -2.753
C 3.005 -1.816 -3.465
O -4.485 -4.132 5.848
H 4.331 2.251 -2.602
H 3.859 -2.754 -5.139
S -5.127 -2.267 -1.404
H 1.926 -1.813 -3.618
H 3.694 2.196 3.433
H 1.417 -2.450 6.078
O 0.943 1.786 -1.925
H -4.548 0.457 0.632
H -1.372 -0.698 -3.768
H 5.716 0.016 4.122
H 3.894 -2.272 5.870
N -2.097 3.064 -6.453
F -2.759 -1.717 5.296
O 1.186 -0.301 0.974
C 3.852 1.886 4.458
H -3.467 2.763 -3.773
H -2.794 2.308 1.543
O -3.568 -3.040 7.819
O -0.269 1.033 2.378
*
```

Mulliken atomic charge list, values in e, 2 entries:
1. F -0.25
2. O -0.63

=====

# 5
Computed, not measured: a molecular structure, C26H16N6O7Pd, with ωB97M-V with the def2-TZVPD basis set.

Computed properties:
LUMO energy, eV: -1.38
HOMO, Eh: -0.263
Gap between HOMO and LUMO, eV: 5.8
Energy above the lowest of the compared OMol25 structures with the same formula, charge and spin, eV: 0.496
Strongest force on any atom, eV/Å: 1.33

The geometry in ORCA input format:
```
! wB97M-V def2-TZVPD RIJCOSX def2/J DEFGRID3
* xyz 0 1
C 1.977 2.808 2.495
H 0.704 4.568 -0.124
H 4.499 0.273 -3.025
N -1.843 1.324 -0.306
O -3.417 -1.160 1.578
C -2.470 -2.702 -0.618
Pd -0.220 -0.985 -1.048
C -1.780 2.656 -0.327
C 1.110 4.363 0.856
N 1.924 0.862 1.318
C 2.177 3.806 3.425
H -4.376 -2.711 0.362
C 1.443 3.079 1.238
H 1.065 6.395 1.528
C -2.669 1.463 1.936
C 1.832 5.101 3.050
O 0.865 1.594 -0.611
C 2.546 -0.177 -2.297
H -1.414 3.097 -1.247
C -2.311 0.748 0.794
O 2.722 0.701 3.485
C 4.005 -1.819 -3.233
O 0.836 -4.493 -2.674
O 1.211 -2.416 1.399
C 3.009 -2.759 -3.033
H 1.973 5.913 3.751
H 2.588 3.585 4.401
N 0.965 -1.282 1.568
H -1.308 -5.184 -2.625
H 4.952 -2.104 -3.671
C -2.149 3.455 0.739
C 1.334 1.813 0.479
H -5.059 -4.878 -0.571
H 3.106 -3.801 -3.303
H -2.097 4.532 0.652
C 1.314 5.375 1.788
H -2.859 3.430 2.774
O 0.081 -0.685 2.071
C -4.088 -4.471 -0.826
C -1.991 -4.652 -1.984
N -0.406 -2.766 -1.767
O 2.073 -0.424 0.978
N 1.596 -1.085 -2.087
H -3.037 0.914 2.790
H -3.529 -6.137 -2.059
C 1.816 -2.353 -2.464
C 2.281 1.358 2.590
H 2.317 0.835 -2.003
C -2.579 2.841 1.910
C -3.234 -5.176 -1.659
C 3.763 -0.503 -2.872
C -2.605 -0.736 0.762
C -1.620 -3.415 -1.468
C 0.689 -3.339 -2.296
N -1.996 -1.432 -0.219
C -3.715 -3.242 -0.300
*
```

natural (NBO) atomic charge list, values in e, 2 entries:
1. C -0.14
2. H 0.24